# 1
Computed, not measured: a cluster of 2 separate species, C3H9NOS2 in total, with the ωB97M-V functional and the def2-TZVPD basis.

relative energy (zero: lowest compared OMol25 entry of this formula, charge and spin) = 109.56 kcal per mole
DFT total energy = -1045.91101 hartree
Kohn-Sham gap (alpha / beta) = 9.31 / 6.41 eV

Positions of all 16 atoms, in Å:
C (-3.27494, -1.10450, -0.49070)
C (3.90633, 1.26069, 0.00794)
C (-2.66713, -0.13573, 0.54488)
N (2.54825, -1.16736, 0.08896)
O (-0.41349, 0.78656, -0.21024)
S (3.97044, -0.59295, -0.06102)
S (-1.79449, 1.28686, -0.21612)
H (-3.85797, -0.62444, -1.12824)
H (-2.38901, -1.48195, -0.93705)
H (-3.77250, -1.82381, -0.02967)
H (3.53465, 1.56574, -1.04345)
H (4.87482, 1.51252, 0.14712)
H (3.09053, 1.54116, 0.81060)
H (-1.99069, -0.51155, 1.14922)
H (-3.45426, 0.20613, 1.05319)
H (1.68946, -0.71738, 0.31459)



# 2
Computed, not measured: the molecule C4H9NO, with the ωB97M-V functional and the def2-TZVPD basis.

SMILES string = CCN(C)C=O
relative energy (zero: lowest compared OMol25 entry of this formula, charge and spin) = 30.83 kcal per mole
DFT total energy = -287.78333 hartree
Kohn-Sham gap = 10.22 eV

Positions of all 15 atoms, in Å:
C (0.44178, 1.58709, 0.71631)
N (-0.28324, 0.50985, 0.33957)
C (0.18800, -0.87853, 0.68335)
C (0.91794, -1.47862, -0.49610)
C (-1.30259, 0.71061, -0.63952)
O (1.52783, 1.54552, 1.27223)
H (0.01936, 2.59628, 0.63558)
H (0.84774, -0.55006, 1.49478)
H (-0.63004, -1.42076, 1.14328)
H (1.98740, -1.41971, -0.29579)
H (0.78035, -0.99198, -1.46073)
H (0.54632, -2.48912, -0.69341)
H (-1.51484, 1.76498, -0.80824)
H (-2.26619, 0.29604, -0.27115)
H (-1.25982, 0.21841, -1.62016)



# 3
Computed, not measured: a cluster of 2 separate species, C3H2N2O3 in total, with the ωB97M-V functional and the def2-TZVPD basis.

SMILES string = N#[N+][O-].O=C=CC=O
relative energy (zero: lowest compared OMol25 entry of this formula, charge and spin) = 143.49 kcal per mole
DFT total energy = -450.57461 hartree
Kohn-Sham gap = 9.98 eV

Positions of all 10 atoms, in Å:
C (2.11149, -1.96740, 0.82238)
C (2.68905, -0.78705, -0.01336)
C (0.84390, -1.99570, 0.78129)
N (2.75655, 2.21088, -0.44713)
N (2.03923, 1.68139, 0.29055)
O (3.32685, 2.88140, -1.28296)
O (2.11259, -0.42910, -0.90638)
O (-0.28738, -2.42391, 0.67055)
H (2.52474, -2.95832, 1.02776)
H (3.76800, -0.16702, 0.23594)



# 4
Computed, not measured: a structure of composition C36H34AsGaN6S2, with the ωB97M-V functional and the def2-TZVPD basis.

net charge = +2
relative energy (zero: lowest compared OMol25 entry of this formula, charge and spin) = 32.96 kcal per mole
DFT total energy = -6677.31154 hartree
Kohn-Sham gap = 6.91 eV

Positions of all 80 atoms, in Å:
Ga (-0.50337, 0.85770, -1.24276)
S (5.02033, 6.14080, -1.53646)
N (5.07483, 4.53670, -1.59556)
C (3.83813, 4.05460, -1.61666)
C (3.45223, 2.67820, -1.67376)
C (4.36433, 1.62550, -1.80616)
C (3.88313, 0.33280, -1.79426)
C (2.51683, 0.11810, -1.64106)
N (1.63363, 1.10500, -1.58426)
C (2.07333, 2.37830, -1.60756)
C (1.08893, 3.43630, -1.58776)
N (-0.20187, 3.06690, -1.57196)
C (-1.14217, 3.99750, -1.64776)
C (-0.85047, 5.35740, -1.73096)
C (0.46293, 5.76820, -1.69016)
C (1.46753, 4.79440, -1.61386)
C (2.86383, 5.09580, -1.58186)
N (3.42223, 6.29770, -1.53726)
H (5.41353, 1.85350, -1.91206)
H (4.55313, -0.50420, -1.89936)
H (2.11853, -0.88210, -1.55576)
H (-2.16887, 3.65210, -1.65276)
H (-1.65467, 6.06870, -1.82466)
H (0.74543, 6.80860, -1.72996)
S (-2.79897, 1.16240, -1.46696)
C (-3.28097, 0.86260, 0.23254)
C (-4.66267, 0.91730, 0.41134)
C (-5.22657, 0.79090, 1.66394)
C (-4.41487, 0.59980, 2.77364)
C (-3.04737, 0.51250, 2.60654)
C (-2.45467, 0.62780, 1.34304)
As (-0.52127, 0.50320, 1.25514)
C (0.05923, 1.39490, 2.88354)
C (0.67413, 0.65810, 3.88934)
C (1.01703, 1.28080, 5.07744)
C (0.74543, 2.62730, 5.25644)
C (0.13423, 3.36000, 4.25024)
C (-0.20437, 2.74880, 3.05514)
C (-0.02597, -1.34830, 1.56294)
C (-0.92267, -2.33690, 1.94334)
C (-0.48237, -3.64130, 2.10334)
C (0.85053, -3.95630, 1.89494)
C (1.75303, -2.96470, 1.53654)
C (1.31533, -1.66340, 1.36174)
H (-5.28347, 1.07060, -0.45876)
H (-6.29757, 0.84820, 1.77084)
H (-4.84617, 0.52530, 3.75914)
H (-2.39877, 0.37150, 3.46954)
H (0.86923, -0.40050, 3.75044)
H (1.48913, 0.71320, 5.86444)
H (1.00723, 3.10940, 6.18524)
H (-0.08307, 4.40680, 4.39824)
H (-0.68837, 3.30480, 2.25434)
H (-1.95837, -2.07520, 2.13134)
H (-1.17617, -4.41160, 2.40154)
H (1.19343, -4.97170, 2.02304)
H (2.79683, -3.20740, 1.40504)
H (2.01533, -0.87170, 1.09584)
C (1.86113, -3.40480, -2.13326)
C (0.70103, -2.78090, -2.90546)
N (-0.58947, -3.25180, -2.44226)
C (-0.91247, -4.63030, -2.78206)
C (-0.77047, -5.57370, -1.59146)
C (-1.39307, -2.48670, -1.72166)
C (-2.77897, -2.97370, -1.38676)
N (-1.05097, -1.30020, -1.24226)
H (2.79363, -2.93130, -2.42376)
H (1.94963, -4.45950, -2.37136)
H (1.71343, -3.29410, -1.06106)
H (0.79053, -3.04090, -3.96446)
H (0.70033, -1.68980, -2.81906)
H (-0.22637, -4.93840, -3.56956)
H (-1.92367, -4.69310, -3.18606)
H (0.23083, -5.52540, -1.17246)
H (-0.95817, -6.59040, -1.92146)
H (-1.48657, -5.34100, -0.81036)
H (-3.20927, -3.58790, -2.17466)
H (-3.44287, -2.12250, -1.23306)
H (-2.76997, -3.56400, -0.47056)
H (-1.84487, -1.00500, -0.66646)



# 5
Computed, not measured: a structure of composition C34H40AsN3O4PtS2, with the ωB97M-V functional and the def2-TZVPD basis.

spin multiplicity = 3
DFT total energy = -4936.28250 hartree
Kohn-Sham gap (alpha / beta) = 5.45 / 6.44 eV

Positions of all 85 atoms, in Å:
Pt (-0.43771, -0.33793, -0.42367)
C (-1.09506, -4.84404, 0.48643)
C (-0.61669, -3.48853, 0.00460)
S (-1.76218, -2.23219, 0.01830)
C (0.68032, -3.30108, -0.44383)
C (1.67772, -4.43676, -0.49066)
S (1.25488, -1.79887, -1.00195)
H (-2.09492, -4.75897, 0.90676)
H (-0.43625, -5.24576, 1.25954)
H (-1.13236, -5.57159, -0.32878)
H (1.23664, -5.39257, -0.21347)
H (2.51346, -4.23542, 0.18329)
H (2.09327, -4.53188, -1.49548)
O (1.14541, 1.51460, -0.89052)
As (2.21054, 2.74389, -1.17355)
C (3.02523, 3.25671, 0.48337)
C (4.39713, 3.18150, 0.68927)
C (4.91895, 3.45408, 1.94841)
C (4.07120, 3.80956, 2.98778)
C (2.69811, 3.88704, 2.77822)
C (2.16888, 3.59534, 1.53056)
C (3.56274, 2.15606, -2.39519)
C (3.83757, 2.80425, -3.59348)
C (4.72339, 2.22959, -4.49608)
C (5.33118, 1.01869, -4.19710)
C (5.05988, 0.37431, -2.99585)
C (4.16774, 0.93535, -2.09581)
C (1.35349, 4.29363, -1.91420)
C (0.68032, 4.13969, -3.12580)
C (-0.07193, 5.18717, -3.63508)
C (-0.16517, 6.38171, -2.92981)
C (0.50646, 6.53618, -1.72589)
C (1.26811, 5.49235, -1.21487)
H (5.05665, 2.91707, -0.12800)
H (5.98685, 3.39189, 2.11490)
H (4.48102, 4.02604, 3.96687)
H (2.03853, 4.17550, 3.58724)
H (1.09612, 3.61467, 1.37574)
H (3.37335, 3.75498, -3.82121)
H (4.93269, 2.72530, -5.43537)
H (6.01235, 0.56855, -4.90855)
H (5.52999, -0.57355, -2.76784)
H (3.91068, 0.41183, -1.18253)
H (0.72850, 3.19656, -3.65695)
H (-0.59338, 5.06911, -4.57632)
H (-0.77124, 7.19140, -3.31677)
H (0.43478, 7.46787, -1.17976)
H (1.79513, 5.61556, -0.27773)
N (2.17327, -0.43290, 4.15070)
C (1.36783, 0.75418, 4.41739)
C (0.46514, 1.11116, 3.24040)
O (-0.36557, 1.97984, 3.30676)
O (0.68198, 0.39658, 2.14275)
H (3.10078, -0.36507, 4.54146)
H (1.43766, -0.19557, 2.33417)
H (1.74030, -1.27260, 4.50983)
H (2.02135, 1.61241, 4.56538)
H (0.73401, 0.67923, 5.30105)
C (-6.82879, -0.05410, 3.75914)
C (-7.13220, 0.03764, 2.26896)
N (-5.93488, 0.22642, 1.44467)
C (-5.48571, -0.91622, 0.65022)
C (-4.97441, -2.07126, 1.50013)
C (-5.39760, 1.46886, 1.42246)
O (-5.89739, 2.40951, 2.02745)
C (-4.16049, 1.71512, 0.60667)
C (-4.14812, 2.82183, -0.23440)
C (-2.99766, 3.11084, -0.94365)
C (-1.89376, 2.28527, -0.78843)
N (-1.90080, 1.22387, 0.02445)
C (-3.01054, 0.96059, 0.71734)
H (-7.75327, -0.18597, 4.32452)
H (-6.34906, 0.86368, 4.09478)
H (-6.16832, -0.89518, 3.97494)
H (-7.80135, 0.87789, 2.08999)
H (-7.61902, -0.87276, 1.91931)
H (-4.70993, -0.59048, -0.03970)
H (-6.33065, -1.25478, 0.04469)
H (-4.14415, -1.75227, 2.13319)
H (-4.60752, -2.87064, 0.85458)
H (-5.76457, -2.47336, 2.13758)
H (-5.03028, 3.44630, -0.30291)
H (-2.93862, 3.96782, -1.60256)
H (-0.95951, 2.46765, -1.30767)
H (-2.95021, 0.11645, 1.39590)



# 6
Computed, not measured: the molecule C5H12N2O2, with the ωB97M-V functional and the def2-TZVPD basis.

relative energy (zero: lowest compared OMol25 entry of this formula, charge and spin) = 136.96 kcal per mole
DFT total energy = -457.53066 hartree
Kohn-Sham gap = 7.99 eV

Positions of all 21 atoms, in Å:
C (0.05873, -0.82340, -1.04552)
C (1.22313, 0.73952, 0.86462)
C (-0.75593, 0.01490, -0.08961)
C (-1.51304, 1.20578, -0.43694)
C (-1.34824, -0.80981, 1.00982)
N (1.29551, -0.02874, -1.38793)
N (1.58552, 1.05776, -0.48487)
O (0.50267, -2.11739, -0.64269)
O (1.95298, -0.27414, 1.41102)
H (-0.57804, -0.90989, -1.91241)
H (0.95552, 1.44305, 1.49506)
H (-2.57324, 1.06439, -0.69028)
H (-1.03597, 1.95234, -1.26449)
H (-1.74103, 1.73778, 0.40260)
H (-2.05687, -1.66523, 0.74808)
H (-1.86613, -0.22365, 1.69690)
H (-0.66948, -1.16676, 1.73108)
H (2.06873, -0.62683, -1.57463)
H (1.25046, 1.97646, -0.67095)
H (0.79705, -1.90437, 0.21262)
H (2.44766, -0.64181, 0.62851)



no.,maximum force (eV/A),M (Da)
1,5.94,139.25
2,3.17,87.12
3,9.25,114.06
4,1.42,759.49
5,0.39,888.85
6,7.37,132.16